[1]
The following is a DFT calculation (ωB97M-V/def2-TZVPD) of a cluster of 2 separate species, C31H33ClN2S in total.

Total charge   0
E   -2168.93810 Ha
F_max   0.05115 Eh/bohr

XYZ file:
```
68
Properties=species:S:1:pos:R:3:nbo_charge:R:1
C -6.2507 0.6210 3.5479 -0.4018
C -6.3071 -0.6730 4.3368 -0.2029
N -5.0887 -1.4352 4.1959 -0.4104
C -5.2454 -2.8335 4.5292 -0.2018
C -4.0706 -3.6562 4.0408 -0.4027
C -2.7662 -3.0724 4.5817 -0.4210
C -2.6822 -1.5904 4.3917 -0.1096
C -3.8650 -0.8286 4.1821 0.3285
C -3.7536 0.5802 3.9832 -0.1237
C -2.5026 1.1557 3.8909 -0.0307
C -1.2974 0.4017 4.0649 -0.1997
C -0.0528 1.0221 3.8221 0.0805
C 1.2008 0.3795 3.7393 -0.1883
C 2.3907 1.1551 3.9077 -0.0149
C 3.6396 0.5792 4.0164 -0.1253
C 3.7667 -0.8400 3.9385 0.3334
N 4.9943 -1.4328 4.0280 -0.4083
C 6.2066 -0.6597 3.8891 -0.2052
C 6.1056 0.6639 4.6224 -0.4008
C 4.8504 1.4401 4.2125 -0.4298
C 5.1746 -2.8402 3.7461 -0.2034
C 4.0051 -3.6585 4.2548 -0.4017
C 2.6951 -3.1225 3.6767 -0.4205
C 2.6035 -1.6287 3.7164 -0.1139
C 1.3853 -1.0186 3.5014 -0.1051
C -1.4578 -0.9600 4.4682 -0.1062
C -4.9886 1.4222 3.8779 -0.4260
H -6.2605 0.3919 2.4745 0.2102
H -7.1454 1.2107 3.7702 0.2218
H -6.4857 -0.4482 5.4018 0.1826
H -7.1315 -1.3087 3.9897 0.2076
H -5.3530 -2.9505 5.6194 0.1828
H -6.1816 -3.1746 4.0697 0.2077
H -4.1865 -4.6926 4.3669 0.2220
H -4.0470 -3.6492 2.9432 0.2112
H -2.6716 -3.3007 5.6556 0.2143
H -1.9153 -3.5572 4.0853 0.2211
H -2.4133 2.2164 3.6521 0.2274
H -0.0570 2.1097 3.7486 0.2576
H 2.2841 2.2403 3.9549 0.2348
H 7.0305 -1.2677 4.2846 0.2059
H 6.4050 -0.4718 2.8207 0.1893
H 6.0689 0.4781 5.7035 0.2035
H 7.0030 1.2561 4.4159 0.2249
H 5.0534 2.0036 3.2870 0.2350
H 4.6332 2.1909 4.9838 0.2281
H 5.2829 -2.9901 2.6600 0.1858
H 6.1133 -3.1504 4.2228 0.2079
H 4.1407 -4.7061 3.9730 0.2211
H 3.9653 -3.6063 5.3503 0.2074
H 2.5844 -3.4641 2.6355 0.2172
H 1.8497 -3.5525 4.2310 0.2173
H 0.5590 -1.6317 3.1407 0.2185
H -0.6064 -1.5431 4.8190 0.2200
H -4.8383 2.1858 3.1048 0.2353
H -5.1448 1.9653 4.8252 0.2163
Cl 5.2249 5.5173 0.7734 -0.0267
C 3.8311 4.7667 0.1181 -0.0368
C 3.8313 4.3364 -1.2203 -0.3155
C 2.6488 3.7898 -1.7538 -0.1969
C 1.5389 3.5850 -0.9553 -0.2628
C 1.5740 3.8867 0.4377 -0.1643
S 0.3547 3.3981 1.4493 -0.4687
C 2.7066 4.6106 0.9264 -0.2926
H 4.7260 4.4626 -1.8220 0.2106
H 2.6132 3.5244 -2.8151 0.2030
H 0.6231 3.1601 -1.3482 0.2125
H 2.7048 4.9908 1.9353 0.2152
```

[2]
The following is a DFT calculation (ωB97M-V/def2-TZVPD) of a structure of composition C31H33ClNSb2Zn.

Energy above the lowest of the compared OMol25 structures with the same formula, charge and spin   0.0 kJ/mol
Total charge   +1
E   -3975.59045 Ha
F_max   0.01264 Eh/bohr

XYZ file:
```
69
Properties=species:S:1:pos:R:3:nbo_charge:R:1
Zn -0.1962 -0.3967 0.1169 1.3659
C -2.9232 2.2403 0.6360 -0.7338
C -2.1703 3.1256 1.6384 -0.4421
C -1.5578 2.3559 2.8092 -0.7138
Sb 0.2101 1.2429 2.3288 0.9659
C 0.8508 0.8911 4.3049 -0.2634
C 2.1538 1.2069 4.6853 -0.2591
C 2.5582 0.9873 5.9961 -0.1973
C 1.6699 0.4500 6.9188 -0.1891
C 0.3743 0.1273 6.5369 -0.1964
C -0.0374 0.3426 5.2289 -0.2587
C 1.4007 2.9152 1.8198 -0.3912
C 1.5323 3.9856 2.7055 -0.1606
C 2.2682 5.1044 2.3442 -0.2156
C 2.8764 5.1657 1.0952 -0.1901
C 2.7490 4.1080 0.2056 -0.2023
C 2.0123 2.9830 0.5665 -0.2377
Sb -1.7463 1.5778 -1.0241 0.9714
C -1.5481 3.3925 -2.0606 -0.3814
C -0.2913 3.8297 -2.4775 -0.2198
C -0.1680 5.0410 -3.1487 -0.2074
C -1.2961 5.8087 -3.4020 -0.1742
C -2.5492 5.3735 -2.9867 -0.2210
C -2.6797 4.1660 -2.3144 -0.1624
C -3.2928 0.6223 -2.1002 -0.3796
C -3.6609 1.0240 -3.3819 -0.2353
C -4.6798 0.3546 -4.0498 -0.1859
C -5.3270 -0.7140 -3.4438 -0.1941
C -4.9569 -1.1225 -2.1683 -0.2180
C -3.9380 -0.4591 -1.4984 -0.1717
H -3.7710 2.7632 0.1936 0.2409
H -3.3226 1.3413 1.1129 0.2274
H -2.8649 3.8653 2.0443 0.2303
H -1.3913 3.7132 1.1397 0.2101
H -2.2774 1.6665 3.2566 0.2281
H -1.2274 3.0369 3.5946 0.2386
H 2.8520 1.6328 3.9740 0.2212
H 3.5689 1.2354 6.2951 0.2253
H 1.9888 0.2798 7.9390 0.2266
H -0.3161 -0.2952 7.2562 0.2263
H -1.0512 0.0828 4.9434 0.2122
H 1.0709 3.9473 3.6861 0.2120
H 2.3685 5.9294 3.0376 0.2274
H 3.4510 6.0397 0.8175 0.2264
H 3.2227 4.1619 -0.7688 0.2142
H 1.9105 2.1608 -0.1357 0.2044
H 0.5933 3.2364 -2.2772 0.2090
H 0.8068 5.3843 -3.4722 0.2223
H -1.2005 6.7507 -3.9267 0.2257
H -3.4273 5.9743 -3.1875 0.2273
H -3.6627 3.8309 -2.0031 0.2124
H -3.1643 1.8584 -3.8640 0.2222
H -4.9666 0.6691 -5.0455 0.2233
H -6.1201 -1.2323 -3.9671 0.2260
H -5.4587 -1.9588 -1.6971 0.2248
H -3.6540 -0.7925 -0.5047 0.1994
C 4.0684 0.9449 -3.0497 -0.5918
C 3.8390 -0.3529 -2.2679 -0.5207
C 2.5628 -0.3400 -1.5374 0.4834
N 1.5673 -0.3528 -0.9782 -0.5496
H 5.0059 0.8711 -3.5984 0.2394
H 4.1300 1.8005 -2.3760 0.2171
H 3.2639 1.1170 -3.7637 0.2233
H 4.6283 -0.5215 -1.5367 0.2683
H 3.8249 -1.2185 -2.9292 0.2720
Cl 0.4401 -3.3627 -0.1037 -0.1079
C -0.9243 -2.2293 0.2792 -1.0254
H -1.2566 -2.4776 1.2837 0.2128
H -1.7278 -2.4598 -0.4148 0.2137
```

Ordered E_HOMO results: -5.29, -11.11; unit eV.